(1)
Molecular formula: C22H19BIrN9
Method: DFT, ωB97M-V/def2-TZVPD

```
52
Properties=species:S:1:pos:R:3:forces:R:3:mulliken_spin:R:1
Ir 0.116 -0.499 -0.556 -0.10 0.21 0.17 2.832
C -1.948 1.033 -4.042 -0.05 -0.04 0.02 0.021
C -1.777 0.020 -3.122 0.05 -0.06 -0.10 -0.027
N -0.771 0.334 -2.279 0.07 0.13 0.06 0.354
N -0.299 1.556 -2.649 -0.04 -0.01 0.06 -0.058
C -0.996 1.990 -3.698 0.09 0.01 0.02 0.062
B 0.819 2.266 -1.838 0.04 -0.06 -0.08 -0.049
N 2.070 1.354 -1.822 0.10 0.03 -0.05 -0.065
C 3.329 1.601 -2.178 -0.13 0.08 -0.01 0.095
C 4.112 0.483 -1.884 0.04 -0.14 0.04 0.030
C 3.237 -0.429 -1.338 0.19 0.12 -0.11 -0.007
N 1.992 0.101 -1.302 0.26 0.14 -0.18 0.353
N 0.339 2.412 -0.368 -0.06 0.12 0.01 -0.051
C 0.217 3.498 0.390 0.04 -0.01 -0.06 0.077
C -0.227 3.125 1.659 -0.04 -0.02 0.05 0.027
C -0.365 1.759 1.598 0.05 0.03 0.08 -0.029
N -0.028 1.324 0.360 -0.06 -0.04 -0.01 0.302
H -2.653 1.081 -4.853 -0.01 -0.01 0.01 0.002
H -2.293 -0.921 -3.028 -0.01 0.01 0.00 0.002
H -0.777 2.949 -4.141 -0.01 0.00 -0.01 0.000
H 1.069 3.330 -2.302 0.00 0.00 -0.01 0.001
H 3.598 2.550 -2.615 0.04 0.00 0.01 -0.001
H 5.168 0.365 -2.049 0.00 0.02 0.00 0.002
H 3.428 -1.422 -0.968 0.00 0.00 0.01 -0.001
H 0.449 4.473 -0.008 0.01 0.00 0.01 0.001
H -0.412 3.773 2.498 -0.01 -0.01 0.00 0.002
H -0.669 1.060 2.359 0.00 0.01 0.01 -0.002
N -2.174 -1.688 -0.097 -0.60 -0.27 0.20 0.211
C -3.176 -2.075 0.324 0.42 0.14 -0.23 0.043
C -4.417 -2.583 0.801 -0.84 -0.25 0.37 0.227
C -4.939 -3.809 0.220 -0.19 0.15 0.25 0.055
C -6.134 -4.310 0.659 0.18 0.05 -0.08 0.077
C -6.849 -3.631 1.673 0.38 0.15 -0.15 0.252
C -6.332 -2.410 2.243 0.12 -0.01 -0.08 0.231
C -5.133 -1.896 1.816 0.07 -0.18 -0.18 -0.063
H -4.373 -4.310 -0.555 0.01 0.00 0.00 -0.004
H -6.533 -5.223 0.235 -0.01 0.02 0.02 0.005
H -7.794 -4.021 2.033 -0.03 -0.02 0.00 0.003
H -6.905 -1.905 3.010 0.01 -0.01 0.00 0.004
H -4.742 -0.982 2.240 0.02 -0.01 -0.02 0.000
N 2.973 -7.414 -0.767 -0.02 0.03 -0.01 0.005
C 2.539 -6.351 -0.742 0.02 -0.03 0.01 -0.001
C 1.986 -5.029 -0.699 -0.01 0.01 0.01 0.004
C 1.754 -4.320 -1.876 0.00 0.01 -0.02 -0.007
C 1.220 -3.052 -1.789 0.03 -0.04 0.00 0.004
N 0.902 -2.487 -0.610 0.02 -0.18 0.00 0.094
C 1.131 -3.171 0.526 0.01 -0.06 -0.02 -0.013
C 1.673 -4.437 0.524 0.00 0.01 0.02 -0.008
H 1.994 -4.745 -2.840 0.00 0.00 0.00 0.000
H 1.049 -2.458 -2.677 -0.01 0.00 0.00 0.004
H 0.883 -2.675 1.456 -0.01 -0.01 0.00 0.004
H 1.855 -4.954 1.456 0.00 0.00 0.00 0.000
```
Forces are in eV/Å.

As for the expectation value of S²: 8.795. The total charge is +3. The total energy comes out at -1470.63231 hartree. As for the HOMO energy (alpha / beta): -16.89 / -17.22 eV. Its spin multiplicity is 6. For the HOMO-LUMO gap (alpha / beta), the calculation gives 0.24682 / 0.13253 Ha.

***

(2)
Molecular formula: C44H72CaF4IKN8O15S
Method: DFT, ωB97M-V/def2-TZVPD

```
147
Properties=species:S:1:pos:R:3:forces:R:3:mulliken_charge:R:1
C -3.267 2.094 2.648 0.25 0.52 0.38 -0.797
O -2.172 1.619 1.821 -2.47 -1.51 -0.52 -0.151
C -2.511 0.339 1.195 0.80 2.53 0.07 -0.083
N -1.441 -0.657 1.600 -1.45 -0.08 -0.83 1.725
C -1.799 -1.097 2.985 -1.44 -1.00 2.22 -0.289
C -0.752 -2.086 3.667 -1.11 -0.73 0.27 -1.226
N 0.104 -2.666 2.626 -0.15 0.60 -0.78 0.240
C 1.479 -2.150 2.547 2.43 0.16 0.08 -0.633
C 1.708 -0.629 2.934 1.68 0.45 -0.43 0.902
C 2.645 0.192 1.868 -1.10 1.19 1.18 -0.583
C 2.468 1.791 2.222 1.27 -1.59 0.72 -0.582
N 1.301 2.354 1.489 -0.02 1.43 1.45 -0.028
C 0.553 3.362 2.253 -1.71 0.88 1.39 -0.034
N 0.232 3.316 3.520 1.05 0.24 -2.28 -0.367
N 0.084 4.566 1.493 -0.45 -3.13 -0.77 -0.549
C -0.557 -3.007 1.367 -0.34 -1.37 0.73 -1.443
C -1.322 -1.821 0.607 0.17 0.04 -1.84 2.483
C -0.522 -1.210 -0.660 -0.85 -0.13 -0.74 -1.300
O 0.874 -1.585 -0.714 -0.69 -1.49 -1.87 -0.094
C 1.141 -2.479 -1.753 2.41 -0.69 -0.44 0.749
F 2.455 -2.956 -1.558 -3.00 1.13 -0.27 -0.245
F 0.318 -3.613 -1.778 1.02 2.12 0.12 -0.149
F 1.119 -1.919 -3.026 -0.43 -0.93 2.63 -0.264
C -2.774 -2.230 0.029 0.50 0.06 0.15 -0.600
C -2.812 -3.672 -0.666 -0.94 -0.28 0.77 -0.397
C -4.011 -4.493 0.040 2.27 2.11 -0.71 -1.559
I -3.396 -3.450 -2.788 0.34 -0.17 0.84 0.121
H -2.889 3.002 3.235 -0.60 -1.40 -0.93 0.297
H -3.582 1.316 3.442 1.01 1.18 -0.43 0.176
H -4.224 2.373 2.044 1.45 -0.17 0.58 0.253
H -3.542 -0.008 1.552 6.16 0.36 -3.61 0.264
H -2.539 0.540 0.080 -0.02 -0.66 1.26 0.425
H -0.544 -0.138 1.517 -0.20 0.02 1.35 -1.121
H -2.020 -0.198 3.648 0.81 -0.89 -0.92 0.543
H -2.798 -1.681 2.890 1.14 0.24 -0.55 0.028
H -1.371 -2.948 4.123 0.68 1.21 -0.61 0.337
H -0.197 -1.626 4.555 -0.57 -0.31 -1.78 0.313
H 1.932 -2.319 1.503 -0.99 0.08 1.40 0.152
H 2.139 -2.788 3.243 -1.03 0.83 -0.97 0.291
H 0.757 -0.010 3.097 1.14 -0.96 -0.05 -0.573
H 2.297 -0.591 3.921 -1.05 -0.01 -1.32 0.439
H 2.254 0.022 0.805 0.91 0.12 1.18 -0.018
H 3.744 -0.040 1.997 -1.46 -0.03 -0.48 0.302
H 2.357 1.850 3.363 -0.23 -0.01 -1.63 0.300
H 3.443 2.349 1.989 -1.65 -0.74 -0.07 0.395
H 0.703 1.620 1.098 0.15 0.55 0.51 -0.048
H -0.280 4.192 3.741 0.62 -0.53 -0.04 0.239
H -0.023 4.203 0.523 0.39 0.79 0.51 0.245
H -0.900 4.706 1.793 0.93 0.27 -0.09 0.301
H -1.356 -3.804 1.618 0.87 1.13 -0.35 0.033
H 0.203 -3.565 0.715 -1.19 1.19 0.72 0.427
H -1.048 -1.586 -1.603 0.73 0.55 1.22 0.322
H -0.562 -0.068 -0.715 0.11 -1.45 0.27 0.133
H -3.153 -1.486 -0.761 0.62 -0.87 1.40 0.527
H -3.511 -2.219 0.907 0.83 -0.16 -1.13 -0.169
H -1.829 -4.231 -0.678 -1.25 0.73 0.12 0.460
H -4.413 -5.364 -0.606 2.84 1.96 0.23 0.374
H -4.873 -3.706 0.189 1.91 -1.04 -0.59 0.388
H -3.711 -4.812 1.128 -0.29 0.31 -2.00 0.492
O -0.090 1.393 6.426 -0.05 0.28 -0.08 -0.702
H 0.180 1.927 5.663 -0.03 -0.19 -0.06 0.347
H -0.902 0.966 6.134 0.38 0.10 -0.12 0.292
F -0.552 0.704 3.527 -0.33 0.72 0.31 -0.741
K -5.927 -5.548 0.482 -5.16 -2.55 2.06 0.996
C 0.948 7.875 2.379 -0.06 0.25 -0.36 -0.241
O -0.178 8.741 2.343 -0.18 0.00 -0.04 -0.540
H 0.978 7.375 3.348 -0.06 0.08 -0.06 0.260
H 0.860 7.125 1.589 0.22 -0.15 0.13 -0.062
H 1.864 8.457 2.244 0.14 -0.17 0.08 0.285
H -0.181 9.170 1.478 -0.02 0.03 0.19 0.301
C 6.663 -0.763 -1.649 0.27 -0.57 -0.02 -0.397
C 5.431 -1.340 -0.971 -0.28 0.15 -0.49 -0.168
O 5.497 -0.871 0.376 0.62 0.37 0.01 -0.278
S 6.200 0.592 0.394 0.40 0.07 -0.12 1.064
O 5.169 1.585 0.428 0.80 -0.50 0.06 -0.457
O 7.279 0.562 1.330 -1.00 0.13 -0.46 -0.564
O 6.812 0.549 -1.106 -0.70 0.05 0.61 -0.307
H 7.558 -1.339 -1.399 -0.07 -0.02 -0.04 0.307
H 6.554 -0.716 -2.732 0.01 0.24 0.13 0.311
H 5.413 -2.429 -0.998 0.06 0.10 0.26 0.338
H 4.513 -0.949 -1.420 0.05 -0.04 -0.06 0.149
C -2.406 -0.911 7.897 0.32 -0.26 0.30 0.801
O -2.084 -1.924 8.503 -0.09 0.00 -0.01 -0.359
O -3.200 -0.046 8.318 -0.31 0.19 0.16 -0.277
O -1.991 -0.587 6.765 -0.18 -0.15 -0.51 -0.357
C -0.348 -11.467 0.076 0.31 0.17 -0.29 -1.660
C -1.862 -11.195 -0.102 1.94 -1.58 2.03 1.443
C -2.425 -12.156 -1.169 -0.39 0.27 -0.80 -1.163
C -1.965 -11.802 -2.578 0.18 0.04 0.08 -0.567
C -2.293 -10.353 -2.910 -0.49 -0.76 0.19 -1.230
C -1.814 -9.332 -1.851 1.93 1.95 -1.23 1.818
N -2.110 -9.759 -0.447 -6.43 -1.27 -1.52 0.547
O -3.406 -9.510 -0.203 3.77 0.33 0.15 -0.490
C -0.298 -9.070 -1.999 0.37 -0.27 0.04 -1.765
C -2.444 -7.963 -2.209 -0.68 -0.16 0.54 -1.914
C -2.454 -11.570 1.280 -0.65 0.54 -0.14 -1.729
H -0.184 -12.428 0.570 -0.28 0.16 0.00 0.466
H 0.200 -11.539 -0.861 -0.04 0.12 0.02 0.303
H 0.123 -10.700 0.696 -0.06 -0.04 -0.06 0.382
H -3.522 -12.146 -1.143 0.06 0.18 0.16 0.369
H -2.126 -13.185 -0.944 0.12 0.28 0.31 0.381
H -0.892 -11.984 -2.693 -0.05 -0.02 0.03 0.326
H -2.461 -12.460 -3.297 0.05 0.08 0.05 0.407
H -1.862 -10.105 -3.886 0.10 0.29 0.26 0.401
H -3.380 -10.274 -3.030 0.05 0.17 0.20 0.392
H 0.071 -8.431 -1.191 -0.06 -0.11 -0.03 0.398
H -0.081 -8.555 -2.939 -0.27 -0.05 0.11 0.470
H 0.305 -9.974 -2.023 -0.06 0.01 0.11 0.311
H -3.535 -8.011 -2.274 0.09 -0.08 0.14 0.318
H -2.097 -7.619 -3.187 0.16 -0.28 0.15 0.468
H -2.175 -7.195 -1.475 0.06 -0.09 0.01 0.466
H -2.071 -10.907 2.062 -0.01 -0.03 -0.10 0.435
H -2.182 -12.592 1.553 0.17 0.16 -0.29 0.432
H -3.545 -11.530 1.300 0.13 0.14 -0.09 0.362
C 1.656 6.419 -2.001 -0.05 0.11 0.01 -0.805
C 1.363 5.885 -3.254 -0.11 0.22 -0.04 -0.610
C 0.798 6.687 -4.238 0.09 -0.21 0.13 -0.617
C 0.512 8.025 -3.969 0.14 -0.30 0.21 0.250
C 0.783 8.553 -2.707 0.12 -0.34 0.01 0.262
C 1.366 7.750 -1.727 0.07 -0.25 -0.01 -0.416
C 0.440 9.959 -2.390 0.02 0.45 0.66 0.483
O 0.682 10.421 -1.286 0.03 -0.19 -0.15 -0.683
C -0.206 10.791 -3.429 -0.15 0.23 -0.13 0.204
C -0.586 12.099 -3.128 -0.09 0.19 -0.08 -0.471
C -1.182 12.892 -4.102 0.08 -0.17 0.05 -0.521
C -1.391 12.385 -5.382 0.08 -0.16 0.08 -0.473
C -1.019 11.081 -5.685 -0.09 0.18 -0.01 -0.607
C -0.434 10.277 -4.707 -0.09 0.28 -0.03 0.142
C -0.073 8.878 -5.029 -0.19 -0.21 -0.94 0.556
O -0.259 8.431 -6.147 0.04 0.04 0.33 -0.668
H 2.105 5.794 -1.235 -0.02 0.07 -0.05 0.596
H 1.578 4.842 -3.464 0.02 0.10 0.00 0.433
H 0.577 6.268 -5.214 0.00 0.23 0.05 0.492
H 1.592 8.159 -0.747 -0.11 0.07 -0.13 0.653
H -0.423 12.501 -2.133 0.07 -0.18 -0.09 0.479
H -1.482 13.907 -3.864 0.04 -0.10 -0.01 0.413
H -1.850 13.007 -6.144 0.05 -0.07 0.07 0.409
H -1.189 10.690 -6.683 0.08 -0.10 0.17 0.474
Ca -4.850 -0.089 2.413 -5.50 -0.89 3.24 0.252
C 5.300 9.782 -2.267 0.52 0.10 -0.24 0.518
O 6.426 9.921 -2.715 -0.20 -0.05 0.08 -0.654
N 5.042 9.066 -1.142 0.08 -0.48 0.59 -0.290
N 4.205 10.331 -2.855 -0.46 0.31 -0.50 -0.300
H 4.124 8.941 -0.757 0.05 0.08 -0.05 0.174
H 5.828 8.644 -0.677 -0.12 0.09 -0.07 0.195
H 4.355 10.869 -3.691 0.00 -0.07 0.14 0.175
H 3.271 10.228 -2.502 0.09 0.04 0.07 0.201
```
Forces are in eV/Å.

The total charge is +2. The total energy comes out at -5658.08110 hartree. As for the HOMO energy: -10.20 eV. For the HOMO-LUMO gap, the calculation gives 0.05459 Ha.

***

(3)
Molecular formula: C23H18Cl2N5O3ReS3
Method: DFT, ωB97M-V/def2-TZVPD

```
55
Properties=species:S:1:pos:R:3:forces:R:3:mulliken_spin:R:1
Re -0.718 0.519 0.396 0.76 -0.26 0.16 2.443
N 1.419 3.881 2.662 -0.04 -0.16 -0.10 0.003
C 1.042 2.612 2.360 -0.05 0.10 0.01 0.022
S -0.657 2.419 1.885 -0.03 -0.13 -0.19 0.035
N 1.887 1.646 2.431 -0.11 0.03 -0.11 0.048
N 1.302 0.455 2.071 0.23 0.04 0.34 0.084
C 2.000 -0.586 2.284 0.01 -0.20 0.14 0.042
C 1.497 -1.929 2.023 0.25 0.18 0.04 -0.026
C 2.335 -3.020 2.271 0.11 0.03 -0.01 -0.019
C 1.905 -4.319 2.091 -0.07 -0.02 -0.02 0.022
C 0.600 -4.544 1.662 0.05 -0.01 0.01 -0.013
C -0.248 -3.479 1.418 -0.18 -0.08 -0.08 0.016
C 0.188 -2.169 1.595 -0.06 0.24 -0.13 0.049
O -0.684 -1.167 1.375 -0.33 -0.08 0.05 0.141
H 0.725 4.601 2.737 -0.01 0.00 0.04 0.000
H 2.304 4.008 3.124 0.01 0.00 0.03 0.001
H 3.004 -0.481 2.699 -0.04 -0.01 0.01 0.012
H 3.344 -2.823 2.616 -0.02 -0.02 -0.01 0.000
H 2.569 -5.149 2.287 0.00 0.02 0.00 0.001
H 0.243 -5.556 1.517 0.00 0.02 0.00 0.000
H -1.266 -3.638 1.081 0.04 -0.01 0.02 -0.001
C 0.949 2.994 -1.776 -0.01 -0.01 -0.02 0.011
C -0.526 2.789 -1.838 -0.08 0.04 0.02 0.012
N -1.233 1.999 -1.064 -0.17 0.09 -0.12 -0.008
C -2.600 2.092 -1.308 0.16 -0.16 0.19 0.011
C -2.922 2.930 -2.313 -0.07 0.11 -0.10 -0.010
S -1.505 3.649 -2.941 0.01 0.07 -0.09 0.006
C -3.459 1.352 -0.385 0.26 -0.06 0.11 -0.004
C -4.801 1.258 -0.326 -0.23 -0.02 0.00 -0.003
S -5.259 0.337 1.042 -0.12 0.02 0.03 0.010
C -3.637 0.106 1.493 0.09 0.13 -0.06 0.041
N -2.807 0.686 0.649 -0.09 -0.02 -0.08 -0.041
C -3.241 -0.642 2.716 -0.01 -0.01 -0.01 -0.008
H 1.347 2.630 -0.832 -0.01 0.02 0.03 -0.002
H 1.180 4.054 -1.876 0.00 0.00 -0.02 0.001
H 1.447 2.463 -2.589 0.00 -0.01 0.01 0.002
H -3.902 3.182 -2.686 0.05 0.00 0.01 0.001
H -5.534 1.686 -0.991 0.03 -0.02 0.02 0.001
H -4.091 -0.764 3.384 0.00 0.02 -0.02 0.001
H -2.442 -0.106 3.229 -0.01 0.01 -0.01 0.002
H -2.849 -1.621 2.445 -0.01 0.00 -0.01 0.003
Cl 3.317 -2.029 -5.329 0.00 0.01 0.03 0.001
C 2.626 -1.365 -3.889 0.12 0.04 0.00 0.010
C 3.435 -0.612 -3.023 0.05 -0.03 -0.07 -0.002
C 2.914 -0.071 -1.878 0.12 0.07 0.08 0.000
Cl 3.914 0.845 -0.809 -0.02 -0.02 -0.04 0.001
C 1.553 -0.243 -1.527 0.02 0.10 0.15 0.021
O 1.130 0.296 -0.423 -0.30 0.05 -0.26 0.058
C 0.764 -1.006 -2.411 -0.06 -0.05 -0.09 0.009
C -0.611 -1.258 -2.155 -0.16 -0.03 0.04 0.021
O -1.298 -0.833 -1.209 0.14 0.07 0.05 -0.002
C 1.314 -1.566 -3.586 -0.12 -0.05 0.00 -0.001
H 4.480 -0.461 -3.260 -0.03 0.00 0.01 0.000
H -1.127 -1.900 -2.878 -0.04 -0.01 0.00 -0.001
H 0.686 -2.155 -4.242 0.00 0.01 0.02 0.001
```
Forces are in eV/Å.

As for the expectation value of S²: 3.770. The total charge is +1. The total energy comes out at -3579.86714 hartree. As for the HOMO energy (alpha / beta): -10.02 / -10.27 eV. Its spin multiplicity is 4. For the HOMO-LUMO gap (alpha / beta), the calculation gives 0.24405 / 0.23813 Ha.

***

(4)
Molecular formula: C10H18N4O5
Method: DFT, ωB97M-V/def2-TZVPD

```
37
Properties=species:S:1:pos:R:3:forces:R:3:mulliken_charge:R:1
N 0.390 -1.378 2.254 -0.05 0.04 -0.46 -0.361
C -0.724 -0.608 2.457 -0.02 0.35 0.83 0.262
O -0.708 0.550 2.878 0.39 -1.16 -0.58 -0.603
C -2.033 -1.312 2.193 -0.82 1.09 -0.35 -0.694
C -2.360 -1.423 0.682 -0.51 -0.94 0.22 -0.994
C -2.367 -0.135 -0.140 0.90 0.15 -0.33 0.050
N -1.000 0.332 -0.383 0.28 0.61 0.83 0.281
C -0.646 0.945 -1.542 0.69 0.21 -0.73 0.125
O -1.299 0.920 -2.577 0.28 0.02 0.53 -0.738
C 0.765 1.654 -1.476 -0.36 -1.25 -1.12 0.376
N 1.191 1.789 -0.088 0.70 0.66 -0.48 -0.646
C 1.823 0.837 -2.334 -0.16 0.79 1.30 -1.057
C 2.203 -0.512 -1.716 0.01 0.16 -0.74 -0.758
C 3.219 -0.421 -0.597 -0.45 -0.31 -1.20 0.666
N 3.480 -1.619 0.005 0.46 -0.13 0.52 -0.449
O 3.801 0.597 -0.330 0.54 0.58 0.64 -0.650
C -3.281 0.923 0.456 0.92 0.08 -0.17 0.192
O -4.424 0.720 0.724 -0.75 -0.11 0.28 -0.587
O -2.667 2.106 0.621 -0.21 0.05 0.10 -0.400
H 1.282 -0.902 2.267 -0.07 -0.04 -0.09 0.282
H 0.306 -2.169 1.610 0.12 0.53 0.55 0.244
H -2.786 -0.674 2.698 0.24 -0.32 -0.42 0.336
H -2.123 -2.288 2.659 0.37 -0.21 -0.03 0.421
H -1.682 -2.146 0.185 -0.19 0.43 0.20 0.353
H -3.358 -1.886 0.632 0.23 0.24 -0.12 0.429
H -2.789 -0.325 -1.134 0.06 -0.14 0.14 0.562
H -0.404 0.678 0.398 -0.72 -0.60 -0.55 0.145
H 0.668 2.541 -2.115 -0.28 0.38 0.68 0.256
H 0.736 2.566 0.388 -0.01 -0.11 -0.20 0.184
H 2.199 1.980 -0.103 -0.46 -0.19 0.35 0.280
H 1.420 0.794 -3.351 0.06 -0.40 0.26 0.480
H 2.757 1.447 -2.375 -0.69 -0.32 0.00 0.374
H 2.695 -1.094 -2.501 0.04 -0.17 -0.01 0.483
H 1.358 -1.111 -1.392 -0.33 0.04 0.06 0.270
H 4.332 -1.605 0.548 -0.04 -0.10 0.08 0.276
H 3.347 -2.458 -0.536 -0.19 0.00 0.01 0.238
H -3.321 2.691 1.033 0.02 0.07 -0.03 0.369
```
Forces are in eV/Å.

The total energy comes out at -987.17598 hartree. As for the HOMO energy: -9.36 eV. For the HOMO-LUMO gap, the calculation gives 0.35844 Ha. The structure (SMILES) is NC(=O)CC[C@H](NC(=O)[C@@H](N)CCC(N)=O)C(=O)O.